Computed, not measured: a 9-piece molecular cluster, C29H47BrFO25P3 overall, with ωB97M-V/def2-TZVPD.

The geometry in XYZ format:
```
106
Properties=species:S:1:pos:R:3:mulliken_charge:R:1
C 1.6341 -1.2534 0.5027 -1.091
C 2.1979 -1.1323 -0.9221 -0.356
P 1.8339 0.4722 -1.7670 -0.086
C 1.6430 -0.0234 -3.5433 -0.925
P -0.1965 1.1520 -1.1708 0.846
F 0.0585 2.2872 -2.3337 -0.394
C -1.1398 -0.4208 -1.4474 -0.260
C -2.1965 -0.2960 -2.5622 -1.241
P -1.9426 2.4950 -0.5966 0.128
O -3.1749 1.4853 -0.1149 -0.536
Br -2.8034 3.4185 -2.5040 -0.232
H 2.3992 -1.0683 1.2411 0.172
H 0.7747 -0.6230 0.6950 0.252
H 1.3018 -2.2782 0.6508 0.303
H 3.2762 -1.2454 -0.8931 0.639
H 1.8361 -1.9453 -1.5508 0.153
H 2.6391 -0.1855 -3.9392 0.437
H 1.0984 -0.9665 -3.6096 -0.046
H 1.1171 0.7468 -4.0922 0.360
H 0.3061 1.4839 0.1192 -0.318
H -1.6334 -0.7220 -0.5260 0.640
H -0.4785 -1.2435 -1.6978 0.248
H -3.1815 -0.2116 -2.1178 0.282
H -2.0153 0.5407 -3.2287 0.371
H -2.2046 -1.2343 -3.1075 0.306
H -3.9653 1.6741 -0.6515 0.336
C -2.0922 6.0698 -5.7477 -0.308
C -2.6034 4.7094 -6.1693 -0.077
O -3.3848 5.0198 -7.3277 -0.342
C -2.9313 6.1901 -7.8444 0.618
O -3.2574 6.6354 -8.8946 -0.513
O -2.0551 6.7769 -6.9929 -0.343
H -1.1046 6.0385 -5.2962 0.315
H -2.7790 6.5824 -5.0718 0.266
H -1.7966 4.0334 -6.4584 0.198
H -3.2157 4.2294 -5.4115 0.136
C 3.5785 0.1880 5.7908 -0.340
C 3.1405 -1.1650 5.2778 0.382
O 2.4111 -0.8138 4.0888 -0.298
C 2.8503 0.3896 3.6628 0.540
O 2.5629 0.8798 2.6165 -0.350
O 3.6566 0.9617 4.5838 -0.339
H 4.5414 0.1682 6.2922 0.301
H 2.8399 0.6426 6.4526 0.267
H 3.9834 -1.7992 4.9970 0.218
H 2.5099 -1.6987 5.9722 -0.376
C 2.5480 3.6173 -0.0903 0.623
C 3.1119 3.8978 1.2843 0.219
O 4.3095 4.6283 0.9739 -0.390
C 4.1590 5.1946 -0.2465 0.591
O 4.9009 5.9990 -0.7137 -0.570
O 3.0480 4.7258 -0.8572 -0.399
H 1.4608 3.6071 -0.1048 -0.040
H 2.9224 2.6865 -0.5219 -0.170
H 2.4584 4.5366 1.8838 0.129
H 3.3402 2.9983 1.8455 0.014
C 0.7085 -4.7943 -5.6661 -0.437
C 0.0730 -3.4351 -5.8539 -0.150
O -0.5572 -3.2139 -4.5858 -0.125
C 0.0831 -3.9686 -3.6606 0.594
O -0.0894 -3.8863 -2.4867 -0.526
O 0.9468 -4.8227 -4.2525 -0.359
H 1.6404 -4.9135 -6.2117 0.323
H 0.0319 -5.6094 -5.9260 0.279
H 0.8099 -2.6468 -6.0220 0.234
H -0.6627 -3.4204 -6.6540 0.174
C -1.3717 6.3088 2.1909 -0.311
C -0.7956 6.1169 3.5783 -0.427
O -0.5738 4.7023 3.6215 -0.354
C -0.4533 4.2547 2.3497 0.538
O -0.0915 3.1616 2.0502 -0.369
O -0.7846 5.2225 1.4680 -0.232
H -1.0986 7.2573 1.7369 0.294
H -2.4571 6.1980 2.1681 0.286
H 0.1610 6.6257 3.7076 0.268
H -1.4721 6.4189 4.3731 0.308
C 2.3586 -5.9441 8.2888 -0.240
C 2.7649 -5.7574 6.8440 -0.335
O 2.5857 -4.3450 6.6639 -0.305
C 2.6646 -3.7515 7.8746 0.751
O 2.7108 -2.5702 8.0389 -0.539
O 2.6712 -4.6639 8.8634 -0.401
H 2.9095 -6.7378 8.7853 0.338
H 1.2887 -6.1246 8.3931 0.159
H 3.8131 -6.0032 6.6659 0.312
H 2.1412 -6.3126 6.1489 0.283
C -4.6571 -1.3535 -7.1659 -0.337
C -4.0827 -1.5137 -5.7746 -0.192
O -3.7588 -2.9067 -5.7328 -0.275
C -3.5834 -3.3337 -7.0052 0.661
O -3.1298 -4.3910 -7.3050 -0.539
O -3.9799 -2.3883 -7.8888 -0.335
H -4.4514 -0.3833 -7.6097 0.286
H -5.7311 -1.5428 -7.2004 0.267
H -3.1680 -0.9369 -5.6256 0.155
H -4.7924 -1.2631 -4.9906 0.332
C -2.1898 -3.5451 5.9800 -0.381
C -1.1390 -3.2614 7.0330 0.052
O -0.7952 -4.5814 7.4773 -0.320
C -1.0942 -5.4518 6.4835 0.706
O -0.7595 -6.5935 6.4747 -0.538
O -1.8067 -4.8447 5.5121 -0.344
H -2.1829 -2.8316 5.1610 0.328
H -3.1961 -3.6049 6.3975 0.252
H -0.2475 -2.7870 6.6187 -0.113
H -1.5075 -2.6666 7.8639 0.353
```

**HOMO level**: -0.273 Ha
**Molecular weight**: 987.49 g/mol
**LUMO energy**: 0.1 eV
**DFT total energy**: -182650.017 eV
**Charge**: 0
**Structure (SMILES)**: CCP(C)[PH](F)(CC)P(O)Br.O=C1OCCO1.O=C1OCCO1.O=C1OCCO1.O=C1OCCO1.O=C1OCCO1.O=C1OCCO1.O=C1OCCO1.O=C1OCCO1

Computed, not measured: C29H47FN7O5PS as an isolated structure, with ωB97M-V/def2-TZVPD.

The geometry in XYZ format:
```
91
Properties=species:S:1:pos:R:3:mulliken_charge:R:1
C -0.0276 -0.6759 2.1139 -1.547
C 0.3028 0.1966 1.0339 -0.318
C 0.8063 1.0543 -0.3140 2.255
C -0.0138 0.2538 -1.4780 0.330
C 0.3120 0.6732 -3.0214 -0.925
F 0.0801 -1.2340 -1.4049 -0.396
C 0.3035 2.5802 0.1305 0.075
C -1.2013 3.0812 -0.2557 -0.899
S -1.4884 3.4917 -2.0594 -0.111
C -3.3042 2.9721 -2.3453 -0.318
C -3.4785 1.8242 -3.5013 -0.436
C 0.6877 3.1468 1.6158 -0.612
P -0.6995 3.0574 2.9228 1.126
O -0.1707 2.8921 4.4278 -0.767
O -1.9326 1.8679 2.6286 -0.501
O -1.4899 4.6485 2.8988 -0.415
O 1.1903 3.4169 -0.7411 -0.372
C 2.5421 2.8333 -0.5289 -0.015
O 3.6203 3.6219 -0.5263 -0.623
C 2.4265 1.1769 -0.3222 1.056
C 3.3389 0.6477 -1.5704 -1.423
C 3.3423 0.7875 0.9709 -0.537
C 4.0927 -0.6696 0.9012 -1.049
C 3.1142 -1.9492 0.6022 0.486
C 2.6562 -2.7547 1.9553 -0.610
N 3.5136 -3.9551 2.2923 -0.625
H -0.4328 -1.0905 3.1526 0.330
H -1.1697 0.4995 -1.3015 0.245
H -0.5486 0.3378 -3.7518 0.043
H 0.6371 1.7998 -3.1536 0.200
H 1.2655 0.0350 -3.3515 0.337
H -1.9838 2.2489 0.0430 0.466
H -1.4847 4.0724 0.3466 0.277
H -3.7954 2.5224 -1.3547 0.224
H -3.9860 3.8772 -2.6518 0.344
H -4.4459 1.1889 -3.2128 0.244
H -2.5951 1.0619 -3.5884 -0.134
H -3.6978 2.2498 -4.5784 0.289
H 1.6443 2.6827 2.1040 0.093
H 0.9342 4.3070 1.4734 0.515
H -2.8036 2.1981 3.0342 0.160
H -2.4345 4.5610 2.5769 0.425
H 3.2072 -0.4873 -1.8262 0.191
H 4.4688 0.9562 -1.3492 0.361
H 3.0476 1.2717 -2.5450 0.407
H 4.2200 1.5975 1.0082 0.362
H 2.8166 0.8516 2.0133 0.171
H 5.0351 -0.6994 0.1812 0.284
H 4.5431 -0.8534 1.9924 0.439
H 3.7434 -2.7161 -0.0623 0.289
H 2.2336 -1.5907 -0.0785 -0.310
H 1.5141 -3.0068 1.8551 0.207
H 2.7918 -1.9851 2.8577 0.320
H 3.5635 -4.6445 1.5037 0.169
H 3.0257 -4.4112 3.1139 0.271
C -3.7118 -2.1868 -5.6344 -0.852
C -2.9500 -0.8722 -5.5872 0.566
N -2.3181 0.2183 -5.5480 -0.534
H -4.6649 -2.0845 -5.1083 0.292
H -3.9067 -2.4675 -6.6731 0.283
H -3.1241 -2.9755 -5.1567 0.269
C -5.6530 2.2319 4.9820 -0.808
C -5.1138 2.7153 3.6455 0.623
N -4.6665 3.1161 2.5368 -0.560
H -5.1368 1.3162 5.2831 0.287
H -5.4952 2.9975 5.7465 0.230
H -6.7238 2.0264 4.8996 0.336
C -0.8275 1.2349 -8.8743 -0.688
C -1.1035 -0.2599 -8.8798 0.375
N -1.3325 -1.4999 -8.8842 -0.467
H 0.1702 1.4283 -8.4708 0.249
H -0.8819 1.6277 -9.8933 0.303
H -1.5679 1.7484 -8.2549 0.228
C 1.4467 -5.5953 -1.1799 -0.447
C 2.3909 -6.2891 -0.2115 0.463
N 3.1742 -6.8646 0.5917 -0.553
H 1.6756 -5.8982 -2.2054 0.299
H 0.4125 -5.8666 -0.9509 0.267
H 1.5572 -4.5108 -1.0958 0.004
C -2.1449 4.6196 7.3283 -0.922
C -2.0846 4.5687 5.8103 0.503
N -2.0345 4.5265 4.5510 -0.582
H -2.0040 5.6478 7.6727 0.281
H -3.1167 4.2578 7.6750 0.237
H -1.3583 3.9905 7.7539 0.261
C 4.0005 -8.9093 3.6349 -0.639
C 3.6442 -7.6032 4.3263 0.382
N 3.3486 -6.5198 4.8997 -0.464
H 3.9671 -8.7779 2.5499 0.220
H 5.0073 -9.2220 3.9250 0.256
H 3.2893 -9.6888 3.9213 0.252
```

**HOMO level**: -0.278 Ha
**Molecular weight**: 655.78 g/mol
**LUMO energy**: 0.3 eV
**DFT total energy**: -74324.976 eV
**Charge**: 0